Molecular formula: C5H14
Method: DFT, ωB97M-V/def2-TZVPD

Each line ends with the Mulliken charge.
Atoms and positions in Å:
C -1.65267 -1.84731 1.39016  -0.752
C -2.34131 -1.34066 0.09364  -0.671
H -2.08598 -1.52426 2.33248  0.256
H -1.70179 -2.90194 1.38789  0.328
H -0.54440 -1.59966 1.34064  0.196
H -1.54788 -1.15361 -0.71634  0.152
H -2.77829 -0.36203 0.41539  0.214
H -3.08335 -2.10516 -0.17844  0.332
C 1.44886 1.32323 -0.09250  -0.242
C 0.10481 0.97352 -0.71437  -0.607
C 2.74339 1.17381 -0.80981  -1.232
H 1.55865 0.81859 0.89760  0.272
H 1.22601 2.41028 0.36692  0.218
H -0.53023 1.79370 -1.25851  0.278
H 0.43455 0.22939 -1.49935  0.282
H 3.05220 0.17370 -1.12238  0.334
H 3.44046 1.51535 -0.15146  0.426
H -0.62593 0.53906 0.02372  -0.045
H 2.88291 1.88399 -1.70529  0.261

Summary:
Frontier orbital gap: 11.6 eV
Net charge: 0
Relative energy (zero: lowest compared OMol25 entry of this formula, charge and spin): 1.398 eV
SMILES: CCC.CC
Lowest unoccupied orbital energy: 1.1 eV
Calculated total energy: -5410.6513 eV
F_max: 4.8 eV/A

=====

Molecular formula: C10H10ClPS
Method: DFT, ωB97M-V/def2-TZVPD

Each line ends with the Mulliken charge.
Atoms and positions in Å:
C 1.17147 -1.48075 3.10091  -0.185
C 1.55041 -0.15907 2.81845  -0.604
C -0.78173 0.80969 -0.99073  0.211
C -1.88469 0.85283 -2.01135  -0.785
C 0.85262 -2.13725 1.92501  -0.991
C 1.41560 0.05422 1.51298  -0.456
C 0.46773 1.25501 -1.83730  -0.641
C -1.40706 1.37803 -3.14765  -0.317
C 0.97174 -1.11946 0.81839  -0.094
C -0.01335 1.67698 -3.05947  -0.660
P -0.88861 -0.85046 0.40293  0.770
S -2.11785 -0.39195 1.75792  -0.344
Cl -1.27196 -2.57515 -0.50808  -0.249
H 1.17348 -1.84304 4.08587  0.498
H 1.75854 0.58928 3.61614  0.349
H -1.12392 1.58933 -0.24128  0.280
H -2.91751 0.78593 -1.67103  0.394
H 0.40209 -3.16064 1.85872  0.340
H 1.41326 0.98382 0.99033  0.363
H 1.41912 1.07357 -1.55104  0.484
H -1.98443 1.61005 -4.06006  0.379
H 1.21680 -1.19769 -0.19387  0.725
H 0.57826 2.25673 -3.61578  0.536

Summary:
Frontier orbital gap: 8.3 eV
Net charge: 0
Relative energy (zero: lowest compared OMol25 entry of this formula, charge and spin): 0.666 eV
SMILES: S=P(Cl)(C1C=CC=C1)C1C=CC=C1
Lowest unoccupied orbital energy: -0.3 eV
Calculated total energy: -43176.1112 eV
F_max: 5.3 eV/A

=====

Molecular formula: C17H24FNO
Method: DFT, ωB97M-V/def2-TZVPD

Each line ends with the Mulliken charge.
Atoms and positions in Å:
C -5.95197 -1.53381 -1.22372  -1.156
C -5.46256 -1.76810 0.20067  -0.553
C -3.99423 -1.39013 0.40215  -0.448
C -3.75079 0.11692 0.33379  -1.047
H -4.37599 0.59775 1.08942  0.390
H -4.05424 0.50358 -0.63980  0.265
C -2.28569 0.50379 0.58158  0.780
C -2.19803 1.97828 0.99451  -0.859
C -0.78393 2.44254 1.32234  -1.136
H -0.33174 1.79777 2.07389  0.290
H -0.15494 2.44098 0.43776  0.206
H -0.80810 3.45685 1.71437  0.420
H -2.83002 2.12624 1.87420  0.424
H -2.60275 2.59600 0.18997  0.343
C -1.43612 0.20631 -0.66553  -1.113
N -0.08114 -0.17323 -0.34452  -0.036
C 1.00959 0.46333 -0.83519  0.573
O 0.93069 1.41771 -1.58930  -0.699
C 2.29645 -0.09714 -0.36907  -0.843
C 3.44670 0.45954 -0.76178  -0.234
C 4.79527 0.05932 -0.40893  0.873
C 5.86774 0.81510 -0.89251  -0.454
C 7.17276 0.48478 -0.58711  -0.549
C 7.40778 -0.61973 0.21239  0.357
C 6.37267 -1.39402 0.70753  -0.570
C 5.07330 -1.05009 0.39450  -0.421
H 4.26610 -1.65391 0.77781  0.292
H 6.59444 -2.24930 1.32642  0.428
F 8.67839 -0.95265 0.51743  -0.321
H 8.00300 1.06557 -0.95682  0.432
H 5.66834 1.67426 -1.51540  0.356
H 3.36376 1.31652 -1.42003  0.374
H 2.25377 -0.95190 0.28994  0.195
H 0.03785 -0.95610 0.27833  0.242
H -1.36839 1.08799 -1.30625  0.357
H -1.89817 -0.60253 -1.24278  0.376
H -1.90448 -0.10598 1.41048  0.306
H -3.39297 -1.90522 -0.35011  0.226
H -3.67304 -1.74994 1.38339  0.316
H -6.08062 -1.19593 0.89612  0.313
H -5.58556 -2.82622 0.44419  0.338
H -5.32724 -2.07110 -1.93426  0.287
H -6.97480 -1.88684 -1.33311  0.374
H -5.93108 -0.47728 -1.47696  0.306

Summary:
Frontier orbital gap: 8.9 eV
Net charge: 0
Relative energy (zero: lowest compared OMol25 entry of this formula, charge and spin): 0.096 eV
SMILES: CCCC[C@H](CC)CNC(=O)/C=C/c1ccc(F)cc1
Lowest unoccupied orbital energy: 0.2 eV
Calculated total energy: -24274.0845 eV
F_max: 0.7 eV/A

=====

Molecular formula: C34H26I2P2Se2W
Method: DFT, ωB97M-V/def2-TZVPD

Each line ends with the Mulliken charge.
Atoms and positions in Å:
W -1.50267 -0.42215 -0.98342  0.245
Se -0.07736 -1.79856 -2.38446  -0.130
P 0.52167 -3.01762 -0.61834  0.947
Se -0.76326 -1.93475 0.82969  -0.175
C 0.17438 -4.75384 -0.78292  0.831
C 0.94613 -5.47992 -1.69796  -0.459
C 0.69448 -6.82630 -1.87832  -0.705
C -0.31034 -7.44637 -1.14069  -0.444
C -1.06785 -6.72650 -0.23051  -0.716
C -0.83426 -5.37253 -0.05271  -0.391
C 2.25249 -2.77285 -0.24480  0.997
C 2.85736 -3.66014 0.64759  -0.574
C 4.18394 -3.47910 0.99685  -0.776
C 4.90919 -2.43030 0.44345  -0.542
C 4.30888 -1.55301 -0.44752  -0.699
C 2.97669 -1.71394 -0.78706  -0.340
H 1.74064 -4.99973 -2.25664  0.401
H 1.27981 -7.39662 -2.58424  0.426
H -0.50000 -8.50139 -1.27934  0.413
H -1.84163 -7.21956 0.34032  0.431
H -1.43588 -4.80705 0.65056  0.279
H 2.30492 -4.49620 1.05808  0.446
H 4.65786 -4.16367 1.68402  0.461
H 5.95275 -2.30619 0.69960  0.450
H 4.88056 -0.74685 -0.88429  0.488
H 2.51017 -1.02520 -1.48253  0.113
I -1.30136 1.33921 -3.12418  0.288
C -1.86261 3.28477 -2.59301  0.303
C -2.50339 3.95140 -3.60711  -0.705
C -2.82888 5.31289 -3.48516  -0.929
C -2.47922 5.97142 -2.34696  -0.911
C -1.82831 5.30326 -1.28204  0.975
C -1.48978 6.05483 -0.13180  -0.739
C -0.87141 5.47203 0.93380  -1.222
C -0.60139 4.09936 0.88324  -0.444
C -0.90266 3.31620 -0.21524  1.048
P -0.59295 1.57765 0.20311  0.828
C -1.85967 1.20490 1.42363  0.959
C -3.14138 1.21621 0.85426  -0.733
C -4.23523 0.77278 1.60044  -0.736
C -4.05278 0.36663 2.90649  -0.634
C -2.78196 0.40110 3.48442  -0.698
C -1.68346 0.80349 2.75247  -0.648
C 1.12709 1.47773 0.73742  0.885
C 1.57191 0.56415 1.69746  -0.401
C 2.91156 0.51588 2.03959  -0.996
C 3.82097 1.35725 1.41468  -0.686
C 3.38895 2.24716 0.44247  -0.801
C 2.04612 2.31561 0.10715  -0.815
C -1.51562 3.91418 -1.36384  0.510
H -2.75697 3.43901 -4.52463  0.434
H -3.33122 5.81837 -4.29586  0.425
H -2.69427 7.02501 -2.23042  0.432
H -1.73476 7.10803 -0.11987  0.433
H -0.61050 6.03962 1.81411  0.481
H -0.14663 3.64364 1.75777  0.424
H -3.30791 1.65081 -0.13190  0.608
H -5.22046 0.77386 1.15496  0.557
H -4.89774 0.04222 3.49689  0.447
H -2.65960 0.11401 4.51930  0.471
H -0.70735 0.82939 3.21393  0.472
H 0.88467 -0.11709 2.17405  0.389
H 3.24565 -0.18156 2.79494  0.474
H 4.86603 1.32292 1.68661  0.478
H 4.09427 2.90314 -0.04685  0.461
H 1.72428 3.03837 -0.63312  0.510
I -3.90067 -1.23950 -1.57561  -0.174

Summary:
Frontier orbital gap (alpha / beta): 6.6 / 6.6 eV
Net charge: +2
Lowest unoccupied orbital energy (alpha / beta): -7.1 / -7.0 eV
Calculated total energy: -202965.4410 eV
F_max: 0.5 eV/A